## one
DFT (ωB97M-V/def2-TZVPD) results for 2 unconnected molecules or ions with the total composition C2H3BrNO.

Last column: natural (NBO) charge in e.
Atoms and positions in Å:
Br: -2.03712 0.64987 -0.05435  -0.091
O: -0.78012 -2.05360 -0.40265  -0.665
N: 0.48363 -0.84372 0.66924  -0.326
C: 0.75258 0.08026 -0.45061  -0.317
C: -0.24732 0.40048 0.65875  -0.151
H: 1.70800 0.53932 -0.26703  0.164
H: -0.06596 1.18408 1.29017  0.171
H: 0.18631 0.04331 -1.44354  0.216

Output
Highest occupied orbital energy (spin up / spin down) ... -3.654 / -3.371 eV
Lowest unoccupied orbital energy (spin up / spin down) ... 3.72 / 3.73 eV
Charge ... -1
Kohn-Sham gap (spin up / spin down) ... 7.38 / 7.10 eV

---

## two
DFT (ωB97M-V/def2-TZVPD) results for a gas-phase ion, C2H3BrNO (charge -1).

Last column: natural (NBO) charge in e.
Atoms and positions in Å:
Br: 2.39776 0.37786 -0.04666  -0.288
O: -0.97923 -1.89222 -0.13214  -0.789
N: -0.13698 -0.93414 0.28838  -0.118
C: 0.43674 -0.02280 -0.45593  -0.032
C: -0.58277 0.44812 0.44535  -0.319
H: 0.60627 0.22922 -1.54804  0.202
H: -1.51265 0.82254 0.02120  0.176
H: -0.22913 0.97141 1.42785  0.168

Output
Highest occupied orbital energy ... -2.338 eV
Lowest unoccupied orbital energy ... 3.71 eV
SMILES ... [O-]N1C[C@H]1Br
Charge ... -1
Kohn-Sham gap ... 6.05 eV

---

Most stable structure among those shown: two. Next: +53.1 kcal/mol.